(1)
Here is a molecular structure, C44H39IrN4O2P2Se from the OMol25 dataset. Energies are from ωB97M-V/def2-TZVPD.

```
93
Properties=species:S:1:pos:R:3:forces:R:3
Ir -1.16719 -0.09759 -1.05253 0.14 -0.18 -0.23
C 4.80882 1.34614 3.62882 -0.01 0.00 -0.01
C 3.84332 0.25084 3.13835 0.06 0.00 0.02
C 4.39339 -1.13683 3.51516 -0.03 0.02 0.00
C 2.49417 0.45035 3.79420 -0.09 -0.02 0.04
C 2.41784 0.56651 5.18439 0.02 0.00 -0.05
C 1.22912 0.77048 5.85403 -0.06 0.01 -0.04
C 0.06154 0.84968 5.11893 0.01 0.06 0.08
C 0.09071 0.71206 3.72836 0.03 -0.05 0.17
P -1.51638 0.67320 2.99636 0.11 0.02 -0.32
C -1.92766 1.99154 1.90403 -0.18 0.20 0.15
C -1.02690 3.06767 1.82372 0.06 -0.12 -0.06
C -1.42028 4.25638 1.23797 0.03 0.00 -0.05
C -2.71013 4.39739 0.74104 0.01 -0.02 -0.02
C -3.61524 3.34344 0.82496 0.02 -0.04 -0.04
C -3.23944 2.15162 1.41326 0.05 -0.03 0.14
C -2.09201 -0.96515 2.65984 0.02 -0.02 -0.01
C -2.96771 -1.28693 1.61551 0.00 0.00 -0.03
C -3.43305 -2.58482 1.49265 0.02 -0.01 -0.01
C -3.04399 -3.56359 2.39969 -0.01 -0.02 -0.06
C -2.17981 -3.24849 3.43888 0.01 0.02 0.05
C -1.71176 -1.95546 3.57881 0.10 -0.02 0.00
C 1.31528 0.50800 3.06722 0.01 0.04 -0.03
O 1.26890 0.38821 1.69521 -0.11 -0.10 -0.04
C 2.46121 0.37847 0.98880 0.07 0.12 0.02
C 2.38851 0.46143 -0.40793 -0.12 -0.19 0.17
C 3.57355 0.56324 -1.14147 0.11 -0.06 -0.01
C 4.80381 0.50929 -0.52105 -0.06 0.00 -0.05
C 4.84997 0.37477 0.85115 -0.02 0.01 0.03
C 3.69807 0.33901 1.63145 -0.09 0.01 -0.10
P 0.97823 0.45858 -1.54374 0.23 0.01 -0.33
C 1.11082 2.07808 -2.33689 -0.20 -0.02 0.06
C 0.66090 3.19372 -1.63013 0.06 0.01 0.03
C 0.82901 4.46122 -2.15410 0.02 0.01 -0.04
C 1.44739 4.62532 -3.39003 -0.01 0.01 0.02
C 1.89973 3.52041 -4.09183 0.02 0.00 0.03
C 1.73789 2.24453 -3.56641 -0.04 -0.08 -0.13
C 1.31603 -0.81643 -2.78145 0.14 0.11 -0.04
C 0.61032 -0.76124 -3.98761 -0.03 0.05 0.02
C 0.83147 -1.71574 -4.96386 -0.01 -0.05 -0.01
C 1.74090 -2.74399 -4.73722 0.00 -0.01 0.01
C 2.41789 -2.82123 -3.52943 -0.04 0.00 -0.02
C 2.20862 -1.85920 -2.55118 -0.03 -0.03 0.08
H 4.93804 1.29758 4.70793 0.01 0.00 0.01
H 4.44199 2.33970 3.36991 -0.01 0.00 0.00
H 5.79736 1.22226 3.19273 0.01 0.00 0.00
H 4.51196 -1.21976 4.59539 0.01 -0.01 0.01
H 5.37057 -1.29561 3.06025 0.02 0.00 -0.01
H 3.72514 -1.93077 3.17918 -0.01 -0.01 0.00
H 3.33117 0.49895 5.75890 0.01 0.00 0.01
H 1.20931 0.87151 6.92910 0.00 0.00 0.02
H -0.88207 1.02276 5.62199 -0.01 -0.02 0.01
H -0.02715 2.96837 2.22745 0.00 0.01 0.05
H -0.72623 5.08468 1.18797 0.01 0.01 0.02
H -3.02434 5.34219 0.31862 0.00 0.01 -0.02
H -4.62906 3.47454 0.47264 -0.02 -0.01 0.00
H -3.98188 1.38174 1.57357 -0.02 -0.03 -0.04
H -3.28740 -0.52795 0.91359 -0.04 0.00 -0.01
H -4.12211 -2.84047 0.69872 -0.04 0.03 -0.02
H -3.41990 -4.57308 2.30127 -0.02 0.00 0.02
H -1.88571 -4.00707 4.15054 0.02 -0.01 0.01
H -1.04725 -1.71250 4.39887 -0.01 0.01 -0.01
H 3.54002 0.66651 -2.21807 -0.02 -0.01 0.00
H 5.71087 0.56602 -1.10513 0.02 0.01 0.00
H 5.81325 0.31642 1.33768 0.01 0.00 0.01
H 0.17957 3.07336 -0.66839 -0.03 -0.03 0.06
H 0.48336 5.32555 -1.60258 0.00 0.01 0.00
H 1.57928 5.61664 -3.80156 0.00 0.01 0.00
H 2.38547 3.64630 -5.04943 0.01 0.00 -0.01
H 2.09499 1.39130 -4.12864 0.02 0.01 0.02
H -0.09394 0.04209 -4.17702 0.02 0.02 0.00
H 0.30960 -1.65139 -5.90905 0.00 0.00 -0.02
H 1.92419 -3.48121 -5.50716 0.00 -0.01 -0.01
H 3.11949 -3.62391 -3.34986 0.02 -0.01 0.00
H 2.74587 -1.92939 -1.61482 0.03 0.03 0.00
C -4.83109 -4.50107 -3.10209 0.02 -0.01 -0.01
N -3.91046 -3.50759 -2.55487 -0.12 0.02 -0.01
C -2.49897 -3.76531 -2.31472 0.11 -0.04 0.00
C -2.10030 -2.43900 -1.75598 -0.01 0.12 0.00
O -0.93966 -2.06400 -1.38365 0.16 -0.01 0.13
N -3.09546 -1.58222 -1.72180 -0.20 0.01 0.00
C -4.19154 -2.25660 -2.20955 0.10 -0.08 0.04
N -5.37502 -1.68316 -2.29398 -0.03 -0.05 -0.01
H -4.27987 -5.15058 -3.77805 -0.01 -0.01 0.01
H -5.60910 -4.00965 -3.68305 0.00 -0.01 -0.01
H -5.27816 -5.09791 -2.30792 -0.01 0.00 -0.02
H -1.96448 -3.96880 -3.24730 0.03 0.00 0.03
H -2.31872 -4.59266 -1.62435 -0.06 0.03 0.03
H -5.47080 -0.70942 -2.05814 0.00 0.01 0.01
H -6.18806 -2.17304 -2.63184 0.00 0.01 0.00
Se -3.29045 3.27925 -3.52986 0.20 -0.21 0.13
C -2.40903 2.12778 -2.63668 -0.27 0.22 -0.49
N -1.76912 1.36368 -1.96667 -0.08 0.30 0.67
```
Positions in Å, forces in eV/Å.

Output
- Maximum force: 0.01439 Eh/bohr
- E_HOMO (spin up / spin down): -15.41 / -15.41 eV
- Net charge: +3
- Spin multiplicity: 2
- Frontier orbital gap (spin up / spin down): 0.1838 / 0.1839 Ha

Population analysis type Mulliken, resulting atomic charges in e: atom 1 (Ir): 2.17, atom 2 (C): -1.70, atom 3 (C): 1.52, atom 4 (C): -1.58, atom 5 (C): 0.50, atom 6 (C): -0.71, atom 7 (C): -1.46, atom 8 (C): -0.74, atom 9 (C): 0.55, atom 10 (P): -0.18, atom 11 (C): 0.78, atom 12 (C): -0.40, atom 13 (C): -0.48, atom 14 (C): -0.60, atom 15 (C): -0.97, atom 16 (C): -0.25, atom 17 (C): 1.27, atom 18 (C): -0.10, atom 19 (C): -0.75, atom 20 (C): -0.78, atom 21 (C): -0.89, atom 22 (C): -0.67, atom 23 (C): 0.18, atom 24 (O): -0.02, atom 25 (C): -0.34, atom 26 (C): 1.13, atom 27 (C): -0.63, atom 28 (C): -1.71, atom 29 (C): -0.55, atom 30 (C): 0.67, atom 31 (P): 0.17, atom 32 (C): 0.76, atom 33 (C): -0.40, atom 34 (C): -0.59, atom 35 (C): -0.70, atom 36 (C): -0.87, atom 37 (C): -0.31, atom 38 (C): 0.54, atom 39 (C): -0.42, atom 40 (C): -0.94, atom 41 (C): -0.71, atom 42 (C): -0.81, atom 43 (C): -0.54, atom 44 (H): 0.43, atom 45 (H): 0.38, atom 46 (H): 0.46, atom 47 (H): 0.42, atom 48 (H): 0.42, atom 49 (H): 0.35, atom 50 (H): 0.42, atom 51 (H): 0.47, atom 52 (H): 0.52, atom 53 (H): 0.39, atom 54 (H): 0.52, atom 55 (H): 0.49, atom 56 (H): 0.50, atom 57 (H): 0.65, atom 58 (H): 0.24, atom 59 (H): 0.56, atom 60 (H): 0.46, atom 61 (H): 0.46, atom 62 (H): 0.45, atom 63 (H): 0.46, atom 64 (H): 0.46, atom 65 (H): 0.44, atom 66 (H): 0.20, atom 67 (H): 0.49, atom 68 (H): 0.44, atom 69 (H): 0.48, atom 70 (H): 0.45, atom 71 (H): 0.61, atom 72 (H): 0.51, atom 73 (H): 0.48, atom 74 (H): 0.50, atom 75 (H): 0.47, atom 76 (C): -1.04, atom 77 (N): 0.01, atom 78 (C): -0.33, atom 79 (C): 0.16, atom 80 (O): -0.63, atom 81 (N): -0.11, atom 82 (C): 0.30, atom 83 (N): -0.35, atom 84 (H): 0.34, atom 85 (H): 0.42, atom 86 (H): 0.35, atom 87 (H): 0.43, atom 88 (H): 0.36, atom 89 (H): 0.20, atom 90 (H): 0.21, atom 91 (Se): 0.17, atom 92 (C): 0.39, atom 93 (N): -0.91


(2)
Here is a molecular structure, C44H39N5OP2S3V from the OMol25 dataset. Energies are from ωB97M-V/def2-TZVPD.

```
95
Properties=species:S:1:pos:R:3:forces:R:3
V 0.51867 0.62334 -0.63124 -0.75 0.95 -0.43
O 3.67597 0.01174 -0.98864 0.86 0.22 -0.80
S 2.59317 -0.03786 -0.00554 1.72 -1.17 1.76
C 2.54327 -1.76596 0.54066 -0.63 0.22 -0.20
C 3.64517 -2.39626 1.09166 0.22 0.12 0.07
C 3.59027 -3.75576 1.35806 0.04 0.21 -0.06
C 2.43287 -4.47236 1.08706 -0.10 0.04 -0.08
C 1.33427 -3.83546 0.53436 0.14 0.04 0.03
C 1.38587 -2.47596 0.23116 -0.01 -0.02 -0.04
P -0.03683 -1.62896 -0.54544 -0.47 -1.87 0.22
C -0.27363 -2.42716 -2.16884 -0.03 0.13 0.00
C 0.41877 -3.54406 -2.62854 -0.22 0.08 0.14
C 0.15757 -4.04006 -3.89654 0.08 -0.04 -0.02
C -0.76533 -3.41776 -4.72104 -0.03 0.12 0.03
C -1.43583 -2.28696 -4.27794 -0.10 -0.06 -0.06
C -1.19363 -1.79696 -3.00764 0.04 0.07 0.17
C -1.37113 -2.31756 0.48256 -0.06 0.09 0.08
C -1.29013 -2.04186 1.84386 0.05 0.01 -0.25
C -2.20153 -2.58066 2.72936 0.01 0.04 0.05
C -3.21553 -3.39906 2.25636 -0.03 -0.01 -0.04
C -3.31003 -3.66456 0.89916 -0.10 -0.08 0.00
C -2.39223 -3.13076 0.00596 0.22 0.07 0.00
C 3.17077 0.86374 1.43196 -0.66 0.31 -0.11
C 4.50907 0.95584 1.78016 0.23 -0.17 -0.13
C 4.87117 1.74214 2.86146 -0.02 -0.15 -0.20
C 3.90447 2.45134 3.56216 -0.22 0.02 0.04
C 2.57467 2.37004 3.19486 0.14 -0.04 -0.09
C 2.19627 1.57874 2.11176 0.16 0.06 -0.16
P 0.42927 1.35504 1.68326 0.26 0.84 1.66
C -0.17693 3.06884 1.66076 0.06 -0.02 -0.13
C 0.68467 4.14314 1.44756 -0.02 -0.17 -0.02
C 0.18147 5.43264 1.42556 -0.04 0.15 -0.08
C -1.17603 5.65384 1.58026 0.12 0.03 0.02
C -2.04343 4.58264 1.72996 -0.06 -0.03 0.04
C -1.55143 3.29174 1.76466 0.12 -0.01 -0.02
C 0.04877 0.78204 3.39116 -0.27 -0.28 -0.18
C 0.76727 -0.34026 3.81056 -0.09 0.11 0.00
C 0.70817 -0.75306 5.12586 0.09 -0.05 -0.13
C -0.06693 -0.04976 6.03526 -0.08 0.00 0.05
C -0.79193 1.05324 5.62236 0.04 -0.05 0.10
C -0.73203 1.47984 4.30316 0.00 -0.03 -0.18
H 4.54097 -1.82826 1.29206 0.12 -0.02 0.07
H 4.45417 -4.25636 1.76606 0.08 -0.02 0.08
H 2.39437 -5.53126 1.29266 -0.02 -0.08 0.05
H 0.43237 -4.38906 0.32176 -0.11 -0.10 0.02
H 1.17887 -4.00946 -2.01924 0.01 -0.06 0.04
H 0.69337 -4.90636 -4.25244 0.05 -0.11 -0.01
H -0.95373 -3.79576 -5.71384 0.00 -0.09 -0.08
H -2.14123 -1.79276 -4.93034 -0.07 0.05 -0.01
H -1.69963 -0.90906 -2.64434 -0.03 -0.03 -0.15
H -0.48863 -1.41476 2.20146 -0.09 -0.06 0.08
H -2.11113 -2.36936 3.78356 -0.01 0.03 0.14
H -3.92283 -3.83666 2.94446 -0.07 -0.03 0.04
H -4.09963 -4.30286 0.53256 -0.07 -0.10 -0.04
H -2.46253 -3.35396 -1.04904 -0.02 -0.07 -0.09
H 5.25017 0.43944 1.19066 0.15 -0.04 -0.05
H 5.90647 1.81314 3.15596 0.11 -0.01 -0.04
H 4.18757 3.07334 4.39646 0.06 0.06 0.09
H 1.81827 2.92354 3.73156 0.00 0.04 0.12
H 1.74837 3.98974 1.29926 -0.11 -0.01 0.09
H 0.85637 6.26344 1.28586 0.03 0.08 -0.02
H -1.55983 6.66064 1.58796 -0.06 0.14 -0.05
H -3.10213 4.76824 1.81996 -0.14 -0.04 0.06
H -2.22743 2.44824 1.85906 -0.03 0.04 0.06
H 1.40487 -0.86696 3.10606 0.02 -0.06 0.08
H 1.28257 -1.61026 5.43826 0.06 -0.11 0.09
H -0.09643 -0.36126 7.06616 -0.04 -0.04 0.15
H -1.39433 1.59674 6.33436 -0.04 0.07 0.04
H -1.27023 2.37064 4.01496 -0.01 -0.01 -0.03
C 0.76687 3.08234 -6.19354 -0.18 0.00 0.01
C -0.27343 2.22054 -5.47754 0.03 0.26 -0.25
C 0.38687 1.28304 -4.54824 0.17 -0.53 -0.05
N 0.35107 1.37194 -3.27304 -0.54 1.27 -1.05
N 1.04307 0.43574 -2.61754 0.90 -0.82 -0.14
C 1.68737 -0.38456 -3.42244 0.08 -0.23 -0.60
N 2.46537 -1.40406 -3.01344 0.33 0.11 -0.19
S 1.37987 -0.05446 -5.10414 -0.03 0.18 0.71
H 0.27447 3.78214 -6.85904 -0.02 0.11 -0.12
H 1.43427 2.46224 -6.78474 0.14 -0.01 -0.10
H 1.35167 3.64364 -5.47064 0.11 0.06 0.03
H -0.85533 1.66054 -6.21174 -0.11 0.03 0.04
H -0.94293 2.84844 -4.88934 -0.07 -0.08 -0.02
H 3.04197 -1.18316 -2.20024 0.08 0.00 -0.16
H 2.96097 -1.88696 -3.74884 -0.04 -0.07 0.10
S -1.33783 2.04214 -1.15174 -0.86 0.81 -0.31
C -2.82693 1.30104 -1.20574 0.01 0.32 0.12
N -3.90883 2.04224 -1.63504 0.38 -0.20 0.13
C -5.14343 1.51614 -1.70494 -0.34 -0.50 0.01
C -5.33543 0.21084 -1.34614 0.18 0.19 0.02
C -4.19963 -0.49496 -0.89294 -0.53 0.26 -0.19
N -3.00263 0.02474 -0.83274 0.10 -0.10 0.06
H -3.73413 3.00074 -1.91604 -0.03 -0.09 0.07
H -5.93643 2.16204 -2.05404 0.02 0.04 -0.02
H -6.30323 -0.25566 -1.40534 -0.10 0.02 0.03
H -4.28013 -1.52056 -0.56424 -0.08 -0.16 0.02
```
Positions in Å, forces in eV/Å.

Output
- Maximum force: 0.05300 Eh/bohr
- E_HOMO (spin up / spin down): -12.90 / -13.20 eV
- Net charge: +2
- Spin multiplicity: 4
- Frontier orbital gap (spin up / spin down): 0.2828 / 0.2866 Ha

Population analysis type Mulliken, resulting atomic charges in e: atom 1 (V): -0.64, atom 2 (O): -0.85, atom 3 (S): 1.31, atom 4 (C): -0.17, atom 5 (C): -0.74, atom 6 (C): -0.96, atom 7 (C): -0.90, atom 8 (C): -0.28, atom 9 (C): 0.09, atom 10 (P): 3.19, atom 11 (C): 0.70, atom 12 (C): -0.81, atom 13 (C): -0.65, atom 14 (C): -0.83, atom 15 (C): -0.71, atom 16 (C): -0.39, atom 17 (C): 0.56, atom 18 (C): -0.06, atom 19 (C): -0.62, atom 20 (C): -0.96, atom 21 (C): -0.38, atom 22 (C): -1.03, atom 23 (C): 0.29, atom 24 (C): -0.34, atom 25 (C): -0.99, atom 26 (C): -0.99, atom 27 (C): -0.22, atom 28 (C): -1.09, atom 29 (P): 3.00, atom 30 (C): 0.47, atom 31 (C): -1.15, atom 32 (C): -0.80, atom 33 (C): -0.78, atom 34 (C): -1.00, atom 35 (C): -0.34, atom 36 (C): 0.98, atom 37 (C): -0.22, atom 38 (C): -0.82, atom 39 (C): -0.88, atom 40 (C): -0.70, atom 41 (C): -0.72, atom 42 (H): 0.49, atom 43 (H): 0.49, atom 44 (H): 0.47, atom 45 (H): 0.66, atom 46 (H): 0.45, atom 47 (H): 0.47, atom 48 (H): 0.42, atom 49 (H): 0.50, atom 50 (H): 0.08, atom 51 (H): -0.12, atom 52 (H): 0.55, atom 53 (H): 0.43, atom 54 (H): 0.51, atom 55 (H): 0.57, atom 56 (H): 0.63, atom 57 (H): 0.46, atom 58 (H): 0.48, atom 59 (H): 0.63, atom 60 (H): 0.47, atom 61 (H): 0.46, atom 62 (H): 0.45, atom 63 (H): 0.51, atom 64 (H): 0.74, atom 65 (H): 0.12, atom 66 (H): 0.51, atom 67 (H): 0.44, atom 68 (H): 0.48, atom 69 (H): 0.45, atom 70 (C): -1.19, atom 71 (C): -0.46, atom 72 (C): 0.52, atom 73 (N): -1.06, atom 74 (N): 0.56, atom 75 (C): -0.06, atom 76 (N): 0.07, atom 77 (S): -0.09, atom 78 (H): 0.39, atom 79 (H): 0.37, atom 80 (H): 0.33, atom 81 (H): 0.33, atom 82 (H): 0.20, atom 83 (H): 0.02, atom 84 (H): 0.32, atom 85 (S): -0.66, atom 86 (C): 0.24, atom 87 (N): 0.08, atom 88 (C): -0.26, atom 89 (C): -1.13, atom 90 (C): 0.38, atom 91 (N): 0.23, atom 92 (H): 0.29, atom 93 (H): 0.46, atom 94 (H): 0.47, atom 95 (H): 0.27